1.
An isolated molecule of C17H22N4O3S in a non-equilibrium geometry. Source: the OMol25 dataset; level of theory: wB97M-V/def2-TZVPD.

- F_max: 1.60 eV/Å
- Energy relative to the best compared isomer or geometry (same formula, charge and spin): 28.2 kcal per mole
- E_tot: -1503.96766 Eh
- LUMO level: 0.4546 eV
- Highest occupied orbital energy: -8.62 eV
- Structure (SMILES): CCCc1nnc(NC(=O)CCC(=O)NCc2ccccc2OC)s1
- M: 362.45 u

Each line ends with the Mulliken charge.
CARTESIAN COORDINATES (ANGSTROEM)
H1 3.266 -2.481 0.447  0.2260
H2 3.633 3.408 0.584  0.3320
O1 1.712 2.256 -1.148  -0.6692
O2 4.579 -0.164 -1.921  -0.6778
C1 -5.957 0.174 -1.080  -1.3523
N1 -1.077 1.257 1.569  -0.5851
H3 3.411 -2.066 -1.287  0.5765
H4 0.082 -2.151 3.268  0.3720
H5 -6.286 1.115 -1.514  0.3384
C2 -1.322 -2.003 -0.631  -0.4808
N2 1.116 1.805 0.974  0.0388
C3 4.452 1.713 -0.447  -0.5030
C4 3.446 2.332 0.526  -0.6923
O3 1.324 -1.306 1.835  -0.4047
C5 -0.552 -2.147 -1.768  -0.9781
C6 2.946 -1.787 -0.340  -1.3872
C7 -0.729 -1.740 0.593  -0.5896
C8 1.444 -1.823 -0.457  0.6800
H6 -4.939 1.070 0.597  0.3428
C9 2.036 2.137 0.008  0.5211
H7 1.364 1.730 1.950  0.3160
H8 -1.354 -1.612 1.462  0.3573
C10 -3.560 0.945 -1.042  -0.6797
H9 3.082 -0.089 0.856  0.1587
H10 -6.771 -0.230 -0.482  0.3783
C11 -4.718 0.382 -0.220  -0.2937
H11 4.479 2.297 -1.368  0.2953
H12 3.553 1.922 1.532  0.3612
H13 1.441 -2.194 -2.551  0.4133
C12 0.585 -1.208 3.035  -1.0083
C13 4.151 0.278 -0.877  0.5845
C14 0.828 -2.065 -1.672  -0.4862
H14 -5.750 -0.523 -1.890  0.3177
S1 -0.797 1.589 -0.960  -0.1357
H15 1.317 -0.993 3.813  0.2483
H16 -3.318 0.272 -1.869  0.3089
H17 5.454 1.733 -0.012  0.3653
H18 -0.152 -0.400 2.984  0.4260
C15 0.651 -1.622 0.683  1.0320
N3 -2.282 1.029 1.050  -0.3503
H19 -1.017 -2.334 -2.724  0.3924
N4 3.426 -0.461 -0.013  0.0288
H20 -4.410 -0.564 0.227  0.2608
H21 -2.398 -2.087 -0.684  0.4874
C16 -0.196 1.554 0.671  0.2381
C17 -2.340 1.148 -0.225  0.3829
H22 -3.850 1.904 -1.482  0.4937



2.
An isolated molecule of C17H22N4O5. Source: the OMol25 dataset; level of theory: wB97M-V/def2-TZVPD.

- F_max: 0.32 eV/Å
- Energy relative to the best compared isomer or geometry (same formula, charge and spin): 49.9 kcal per mole
- E_tot: -1256.19492 Eh
- LUMO level: 0.4784 eV
- Highest occupied orbital energy: -9.39 eV
- Structure (SMILES): C#CCOC(=O)CNC(=O)[C@H](CCCOC)NC(=O)c1cnc(C)cn1
- M: 362.39 u

Each line ends with the Mulliken charge.
CARTESIAN COORDINATES (ANGSTROEM)
C1 1.884 1.408 1.386  0.6105
C2 -1.411 1.061 -0.042  0.3046
O1 -1.981 0.609 0.934  -0.6880
H1 3.342 -0.074 7.180  0.3312
C3 -5.586 0.161 -3.914  -0.5577
H2 2.469 3.373 3.161  0.4441
H3 2.630 1.526 7.462  0.2948
C4 2.954 1.073 5.403  0.7581
H4 0.176 0.350 1.802  0.2778
N1 -2.060 1.665 -1.072  -0.1310
O2 1.640 -2.849 -1.663  -0.2792
H5 -5.047 0.612 -4.747  0.3182
H6 -3.873 0.924 -0.420  0.3697
C5 1.838 -3.982 -2.474  -0.7603
H7 -3.991 2.518 -1.150  0.3175
C6 -5.394 -1.286 -3.913  -0.3446
N2 2.856 2.297 4.881  -0.5840
H8 3.207 -1.772 -2.464  0.4775
H9 -6.642 0.406 -3.986  0.3036
H10 1.317 -3.880 -3.434  0.3161
O3 -5.149 0.756 -2.679  -0.3297
N3 2.349 0.035 3.342  -0.5234
H11 0.500 1.836 -0.699  0.5009
C7 -3.827 0.947 -2.565  0.7156
H12 -0.137 -0.179 -2.040  0.2394
C8 0.096 0.942 -0.218  -0.0496
C9 0.389 -0.291 -1.086  -0.6413
H13 -1.533 1.866 -1.908  0.3149
H14 -5.103 -3.527 -3.915  0.4069
H15 2.758 -1.044 5.048  0.3232
H16 -0.029 -1.172 -0.595  0.2624
C10 -3.486 1.551 -1.223  -0.8044
C11 2.131 -1.670 -2.267  -0.8108
H17 2.903 -4.148 -2.674  0.2929
O4 2.553 2.053 0.594  -0.6449
H18 4.322 1.393 7.008  0.2797
O5 -3.028 0.701 -3.428  -0.5629
C12 2.697 -0.050 4.621  -0.3580
H19 2.313 0.400 -1.782  0.3826
C13 1.876 -0.500 -1.342  -0.4453
H20 1.630 -1.513 -3.234  0.3928
C14 2.302 1.255 2.823  0.2933
C15 -5.242 -2.473 -3.915  0.1095
H21 1.438 -4.842 -1.942  0.2378
H22 2.397 -0.675 -0.399  0.2047
C16 2.536 2.385 3.599  -0.3435
N4 0.687 0.860 1.097  -0.0922
C17 3.333 0.963 6.848  -1.1296



3.
A structure of composition C17H23BCl2HfN5O2Si in a non-equilibrium geometry. Source: the OMol25 dataset; level of theory: wB97M-V/def2-TZVPD.

- F_max: 4.09 eV/Å
- E_tot: -2368.61017 Eh
- LUMO level: -3.1213 eV
- Highest occupied orbital energy: -11.72 eV
- M: 617.70 u
- Net charge: +1

Each line ends with the Mulliken charge.
CARTESIAN COORDINATES (ANGSTROEM)
N1 -0.799 0.937 0.419  0.7899
C1 1.824 -0.598 2.162  0.6351
C2 0.578 2.406 -1.017  -0.1630
H1 4.379 -1.649 -3.843  0.4853
C3 0.783 4.168 1.221  -0.5759
C4 3.455 -0.580 -2.128  -0.4030
Hf1 0.679 -0.270 -0.040  0.6302
H2 -4.336 -0.619 0.490  0.4183
C5 -3.481 2.200 0.927  -1.2073
H3 1.858 -2.149 -4.454  0.5198
O1 0.785 -1.259 1.852  -0.4244
H4 -4.477 1.822 0.775  0.4499
H5 -3.446 3.022 1.627  0.3719
H6 -1.313 0.201 3.400  0.1471
H7 -2.896 -1.570 0.143  0.2933
C6 -2.228 -0.233 2.925  -0.8567
C7 1.407 3.599 -1.001  -0.7022
H8 -3.263 -0.017 3.375  0.4034
N2 -0.505 -2.394 -1.853  0.3013
H9 -1.140 -3.995 -2.983  0.5267
H10 -0.486 -0.248 -1.933  0.1576
H11 -1.135 -5.359 -0.688  0.4726
H12 -0.649 -1.167 -3.754  -0.0529
N3 1.437 -1.040 -2.798  0.2250
Si1 -2.373 0.623 1.172  0.0788
C8 -3.311 -0.562 0.127  -1.0926
O2 2.325 0.198 1.307  -0.6255
H13 -0.612 2.935 2.144  0.5148
C9 1.586 4.473 0.057  -0.9192
C10 -0.848 -3.654 -2.030  -0.2700
H14 1.875 3.932 -1.930  0.3828
C11 2.270 -1.610 -3.646  -0.1080
C12 -0.884 -4.342 -0.835  -1.0067
C13 3.564 -1.331 -3.267  -0.9740
H15 -3.247 -0.250 -0.903  0.3002
C14 2.448 -0.770 3.510  -0.1137
Cl1 1.755 0.515 4.597  -0.1164
H16 0.774 4.873 2.007  0.4590
N4 2.147 -0.423 -1.808  -0.3712
B1 -0.079 -1.153 -2.715  -0.1245
H17 2.179 5.332 -0.043  0.5224
H18 -0.495 -3.568 1.216  0.4315
C15 -0.017 3.069 1.286  -0.5420
C16 -0.566 -3.387 0.124  -0.2035
Cl2 2.244 -2.377 4.260  -0.1211
H19 -3.239 2.600 -0.074  0.3273
H20 3.523 -0.563 3.456  0.3881
H21 -2.123 -1.298 2.791  0.3015
N5 -0.357 -2.211 -0.508  -0.2344
H22 4.206 -0.201 -1.456  0.5196
C17 -0.094 2.156 0.216  0.4284
H23 0.317 1.785 -1.877  0.7265



4.
A structure of composition C17H23BrClInN3O4. Source: the OMol25 dataset; level of theory: wB97M-V/def2-TZVPD.

- F_max: 0.77 eV/Å
- Energy relative to the best compared isomer or geometry (same formula, charge and spin): 0.0 kcal per mole
- E_tot: -4351.01256 Eh
- LUMO level: 0.9313 eV
- Highest occupied orbital energy: -4.56 eV
- M: 563.56 u
- Net charge: -1

Each line ends with the Mulliken charge.
CARTESIAN COORDINATES (ANGSTROEM)
C1 0.475 -0.037 2.070  0.2139
H1 -0.713 2.124 -4.131  0.4139
H2 -6.377 -0.903 2.617  0.3725
Br1 1.372 -1.082 -4.860  -0.5856
C2 0.156 3.944 -3.441  -0.4854
C3 0.581 -2.047 3.353  -0.3015
C4 5.281 2.494 -2.631  -0.7711
H3 -6.795 -3.020 3.822  0.3678
H4 0.214 -2.662 4.162  0.4030
C5 0.006 -0.810 3.119  -0.4832
H5 -4.153 -0.452 1.637  0.4042
C6 3.405 2.349 -4.156  -1.0115
C7 2.076 -1.705 1.500  -0.5184
O1 -2.743 -5.532 3.652  -0.6273
C8 -3.324 -2.316 2.278  -0.2787
C9 -5.586 -1.634 2.714  -0.4191
H6 -4.991 -4.695 4.036  0.4453
H7 2.878 -2.054 0.864  0.4242
H8 -0.326 0.863 -1.957  0.4030
C10 -4.338 -1.380 2.161  -0.5395
C11 1.502 -0.468 1.247  -0.3070
H9 -1.424 2.783 -2.661  0.3352
Cl1 0.583 4.183 -5.174  -0.2404
N1 4.872 2.187 -4.003  -0.4113
In1 2.204 0.757 -3.170  0.9083
H10 6.354 2.325 -2.541  0.2984
H11 1.872 0.124 0.418  0.4126
H12 4.734 1.867 -1.934  0.1890
O2 -1.429 -4.189 2.584  -0.5695
H13 -0.801 -0.456 3.743  0.4827
C12 -0.480 2.579 -3.173  -0.6400
N2 -2.502 -4.489 3.070  1.0119
H14 2.066 -3.461 2.730  0.3895
C13 -3.581 -3.497 2.952  0.0586
O3 -1.055 1.608 2.595  -0.6470
C14 -5.823 -2.825 3.390  -0.3656
H15 3.064 -0.114 -1.870  -0.4634
O4 0.266 1.945 0.924  -0.5921
H16 0.643 2.188 -1.379  0.3222
H17 5.302 2.908 -4.579  0.2483
H18 1.050 4.106 -2.849  0.2839
C15 0.352 1.654 -2.278  -1.1643
N3 -0.146 1.276 1.846  1.0237
H19 3.102 3.330 -3.770  0.3527
C16 1.619 -2.493 2.547  -0.5353
H20 3.171 2.337 -5.217  0.3830
C17 -4.815 -3.767 3.513  -0.4447
H21 -2.350 -2.125 1.851  0.5732
H22 5.110 3.552 -2.390  0.3079
H23 -0.559 4.730 -3.230  0.3730



5.
A structure of composition C17H23Cl5NO2P2Rh in a non-equilibrium geometry. Source: the OMol25 dataset; level of theory: wB97M-V/def2-TZVPD.

- ⟨S²⟩: 6.032
- F_max: 2.92 eV/Å
- Energy relative to the best compared isomer or geometry (same formula, charge and spin): 0.0 kcal per mole
- E_tot: -3960.35774 Eh
- LUMO level (spin up / spin down): -6.5640 / -10.4711 eV
- 2S+1: 5
- Highest occupied orbital energy (spin up / spin down): -11.37 / -14.58 eV
- M: 615.49 u
- Net charge: +2

Each line ends with the Mulliken charge.
CARTESIAN COORDINATES (ANGSTROEM)
H1 0.203 2.018 -0.525  0.1403
H2 -3.341 -1.028 -2.015  0.6199
H3 2.234 1.873 -3.411  0.2681
Cl1 -0.566 2.175 6.517  -0.0995
H4 -3.415 1.437 -2.294  0.4756
C1 -1.292 -2.579 -2.993  -0.9304
H5 2.308 0.237 -2.017  0.2452
Cl2 -1.747 -0.583 5.603  -0.0599
H6 3.307 0.220 2.043  0.3796
C2 1.055 -1.496 -2.086  1.0884
C3 3.501 0.006 0.988  -1.2494
H7 -2.259 -2.977 -3.289  0.5243
H8 2.059 -2.600 -3.611  0.5120
P1 2.025 -0.715 0.280  1.0650
Cl3 1.673 2.794 1.631  -0.0532
P2 -2.187 0.450 -0.462  0.9098
C4 -0.331 1.627 4.920  0.1404
H9 3.200 -1.395 -1.763  0.6325
O1 1.596 1.387 -2.865  -0.7296
O2 0.344 2.796 -1.192  -0.6281
H10 1.128 -2.961 0.415  0.3217
H11 -4.490 0.760 0.192  0.4373
Rh1 -0.072 0.132 0.299  -0.4655
C5 2.282 -0.840 -1.529  -1.3584
H12 0.741 3.483 -0.622  0.3743
C6 0.606 1.923 2.681  0.6494
C7 -0.718 -0.026 3.165  0.9558
Cl4 -1.350 -1.548 2.646  -0.0079
H13 -2.436 2.647 -1.399  0.4015
C8 -2.449 1.634 -1.816  -1.4083
H14 3.750 0.937 0.471  0.3249
H15 -1.649 1.548 -2.560  0.3515
C9 -1.272 -1.654 -1.949  0.2565
C10 -3.525 0.720 0.718  -1.2038
H16 -3.338 1.680 1.216  0.3696
C11 1.916 -2.403 0.930  -1.3414
C12 0.438 2.385 4.009  0.1850
C13 -2.533 -1.164 -1.286  -1.2620
C14 -0.040 0.768 2.238  -0.8234
N1 -0.108 -1.163 -1.499  0.4078
H17 -3.530 -0.082 1.467  0.3763
H18 2.876 -2.918 0.818  0.4358
C15 1.088 -2.369 -3.175  -1.0713
H19 1.651 -2.331 1.990  0.3396
C16 -0.104 -2.930 -3.620  -0.4993
H20 -2.879 -1.871 -0.515  0.4234
C17 -0.884 0.393 4.500  0.2674
Cl5 1.181 3.838 4.515  -0.0548
H21 -0.102 -3.630 -4.452  0.4430
H22 1.125 2.099 -2.214  0.4791
H23 4.332 -0.706 0.908  0.4451